Record 1
The following is a DFT calculation (ωB97M-V/def2-TZVPD) of a structure of composition C6H11NO2 at a distorted geometry.

For the calculated total energy, the calculation gives -11979.9796 eV. As for the max |F|: 2.59 eV/Å. The calculation puts the energy relative to the best compared isomer or geometry (same formula, charge and spin) at 606.8 kJ/mol. As for the LUMO energy (spin up / spin down): 0.0 / 0.0 eV.

Cartesian coordinates (Å):
1 H 2.96 -0.09 -0.56
2 H 1.55 -1.39 -2.01
3 C 0.68 -0.78 -1.76
4 H -0.20 -1.41 -1.90
5 O -1.28 1.46 -1.78
6 H -1.87 -1.40 -0.41
7 C 0.79 -0.21 -0.38
8 H 2.36 0.65 0.89
9 O -2.88 0.09 0.24
10 N -1.87 -0.89 0.48
11 H 0.40 1.66 1.78
12 H 0.19 -0.01 2.39
13 H 2.40 -1.10 0.75
14 H -1.21 1.03 2.09
15 C -0.30 0.23 0.31
16 C -0.22 0.75 1.73
17 C 2.18 -0.18 0.20
18 H 0.63 -0.01 -2.54
19 C -1.12 1.27 -0.66
20 H -3.20 0.33 1.13



Record 2
The following is a DFT calculation (ωB97M-V/def2-TZVPD) of the ion C5H13N2S with charge -1 at a distorted geometry.

For the calculated total energy, the calculation gives -19211.7455 eV. As for the max |F|: 2.49 eV/Å. The calculation puts the energy relative to the best compared isomer or geometry (same formula, charge and spin) at 51.4 kJ/mol. Its charge is -1. As for the LUMO energy: 3.6 eV. The SMILES is C[C@H](C[S-])NCCN.

Cartesian coordinates (Å):
1 H 2.67 -1.57 0.02
2 H 1.11 -0.52 2.22
3 H -2.29 -0.80 -1.51
4 H 1.02 -1.71 0.35
5 C -1.00 0.12 -0.04
6 N 2.02 -0.57 1.79
7 C -2.12 1.08 0.31
8 H -0.53 -1.34 -1.63
9 H 2.35 0.39 1.76
10 S -3.50 0.22 1.12
11 H 0.33 1.38 0.69
12 N 0.27 0.96 -0.23
13 C 1.83 -0.98 0.37
14 H 2.33 0.90 -0.50
15 H -1.72 1.88 0.94
16 H 1.43 -0.19 -1.54
17 H -0.93 -0.70 0.69
18 H -2.42 1.52 -0.65
19 C 1.47 0.22 -0.53
20 H -1.09 0.24 -2.19
21 C -1.23 -0.53 -1.43



- Which value of energy relative to the best compared isomer or geometry (same formula, charge and spin) does entry 2 give?
  51.4 kJ/mol



- Among the records above, which one has the highest energy relative to the best compared isomer or geometry (same formula, charge and spin)?
  C6H11NO2



- What is the max |F| in the first record?
  2.59 eV/Å



- What is the formula in the first record?
  C6H11NO2